No. 1
3 unconnected molecules or ions with the total composition C5H12O2, computed with wB97M-V/def2-TZVPD.

Output
* gap between HOMO and LUMO: 9.4 eV
* highest occupied orbital energy: -8.70 eV
* structure (SMILES): C=CCC=C.O.O
* charge: 0
* lowest unoccupied orbital energy: 0.0244 Eh

```
19
Properties=species:S:1:pos:R:3:forces:R:3
C -0.8696 1.2178 -1.5930 0.403 -1.368 0.985
C 0.2320 0.9171 -0.8716 -0.988 1.462 -1.365
C 0.6564 -0.5166 -0.6580 0.772 0.564 0.171
C 1.7116 -0.7479 0.3884 0.318 -1.136 -0.573
C 2.8737 -0.1240 0.5774 -0.041 -0.092 0.223
H -0.9414 2.0583 -2.2733 -0.406 0.485 0.839
H -1.6608 0.4860 -1.4566 -0.189 -0.107 -1.236
H 0.7837 1.8313 -0.6427 1.265 -0.798 -0.174
H -0.1901 -1.1682 -0.4622 -0.255 0.106 -0.054
H 1.0804 -0.8222 -1.6242 -0.137 -0.081 0.049
H 1.6210 -1.7488 0.8312 -0.421 0.794 1.007
H 3.3920 -0.3133 1.5097 0.473 -0.480 -0.318
H 3.3925 0.5060 -0.1382 -0.634 0.728 0.237
O -3.1398 -0.6109 -0.1390 -0.144 -0.236 0.606
H -3.3467 -1.5387 0.0156 -0.098 -0.019 -0.245
H -2.7886 -0.3396 0.7290 0.238 0.166 -0.528
O -1.0949 0.0459 1.7306 -0.448 -0.500 -0.013
H -0.3726 0.6107 1.4460 0.010 0.231 0.142
H -1.3388 0.2571 2.6310 0.284 0.281 0.248
```
Positions in Å, forces in eV/Å.

=====

No. 2
C5H12O2P2 in the gas phase, computed with wB97M-V/def2-TZVPD.

Output
* gap between HOMO and LUMO: 10.0 eV
* highest occupied orbital energy: -9.57 eV
* charge: 0
* lowest unoccupied orbital energy: 0.0168 Eh

```
21
Properties=species:S:1:pos:R:3:forces:R:3
C -0.0329 -0.0059 1.7747 0.176 -2.708 -0.100
C -0.0190 0.8128 -0.7901 0.614 -3.635 1.709
C 0.0538 2.1945 -1.2923 -1.659 0.327 -1.884
C -2.3548 -1.1097 0.0105 2.368 -1.006 -0.592
C 2.2719 -0.9594 0.0706 -0.618 -0.559 1.310
O -2.1906 1.5488 0.8574 0.840 -1.373 -0.140
O 2.1856 1.5626 0.8623 1.070 1.735 0.451
P -1.3505 0.3371 0.5264 -1.126 2.536 -0.789
P 1.3169 0.4546 0.5199 -2.254 -0.062 1.244
H -0.1706 0.6464 2.6496 0.201 -0.093 -0.451
H 0.0371 -1.1383 2.1536 -0.134 2.435 -0.853
H 0.1783 0.0101 -1.5669 -0.620 0.917 0.537
H 1.0694 2.3803 -1.4912 1.323 0.753 -0.264
H -0.3622 2.9377 -0.6418 -0.067 0.230 0.597
H -0.5027 2.2860 -2.2627 0.424 -0.060 0.769
H -1.5611 -1.8828 -0.2910 -1.208 0.712 0.343
H -2.9097 -1.5062 0.8422 -0.225 -0.058 0.396
H -3.0120 -0.9573 -0.8505 0.250 0.408 0.241
H 2.6782 -0.4846 -0.7696 1.346 -0.078 -1.615
H 3.0200 -1.3209 0.8046 -0.554 0.508 -0.468
H 1.5688 -1.7153 -0.2029 -0.145 -0.927 -0.441
```
Positions in Å, forces in eV/Å.

=====

No. 3
2 unconnected molecules or ions with the total composition C5H12O2S, computed with wB97M-V/def2-TZVPD.

Output
* spin multiplicity: 2
* gap between HOMO and LUMO (spin up / spin down): 5.9 / 5.8 eV
* highest occupied orbital energy (spin up / spin down): -2.89 / -2.89 eV
* charge: -1
* lowest unoccupied orbital energy (spin up / spin down): 0.1102 / 0.1086 Eh

```
20
Properties=species:S:1:pos:R:3:forces:R:3
O -1.2234 0.4741 3.7252 0.336 -0.259 -0.346
C -1.1733 -0.2564 2.5265 -1.793 0.226 -0.178
C -1.1806 0.6275 1.2859 2.056 0.100 2.028
C 0.2071 0.6442 0.6274 0.297 -0.039 -0.645
C 0.4721 -0.6382 -0.1624 -0.416 -0.526 0.729
S -0.5051 -0.7420 -1.6929 -0.148 -0.233 0.104
C 0.5724 -0.1601 -3.0202 -0.170 0.337 0.024
H -1.9797 -0.9870 2.6221 0.398 -0.619 -0.544
H -1.2755 1.5682 1.8464 -0.609 0.436 -0.996
H -1.9572 0.3900 0.5734 -0.307 0.083 -0.039
H 0.3163 1.5008 -0.0381 -0.076 -0.021 -0.146
H 1.0107 0.7804 1.3606 -0.264 -0.126 0.149
H 1.5354 -0.8360 -0.2741 0.053 0.518 -0.706
H 0.1044 -1.4882 0.4363 -0.179 0.125 -0.074
H 0.8758 -1.0194 -3.6147 0.156 0.080 -0.080
H 0.0298 0.5570 -3.6439 -0.094 -0.167 0.043
H 1.4441 0.3415 -2.5569 0.312 -0.275 0.055
H -1.7438 -0.1023 4.2870 0.181 0.217 0.550
H 3.6579 0.0794 -1.5106 -0.139 0.196 -0.022
O 2.8321 0.5679 -1.3817 0.407 -0.050 0.093
```
Positions in Å, forces in eV/Å.

=====

No. 4
C5H12O2S in the gas phase, computed with wB97M-V/def2-TZVPD.

Output
* gap between HOMO and LUMO: 8.9 eV
* highest occupied orbital energy: -8.47 eV
* charge: 0
* lowest unoccupied orbital energy: 0.0167 Eh

```
20
Properties=species:S:1:pos:R:3:forces:R:3
C 1.3543 0.0326 -1.4370 -0.822 -1.283 3.507
C 1.9602 1.1328 -0.5858 -1.218 -1.987 1.926
C -1.4617 1.0363 0.9558 -0.782 -1.558 -0.660
C 1.2324 -1.7228 0.6071 0.372 -4.043 -0.538
C -2.0874 -0.2290 0.2282 -0.928 1.700 2.600
O -2.7135 0.1794 -0.9588 2.263 -0.449 -1.889
O -1.2113 -1.2657 0.1743 0.417 -0.156 -0.883
S 0.4261 -1.2416 -0.8870 0.858 1.022 0.144
H 0.9502 0.2894 -2.3239 -0.874 0.967 -3.282
H 1.1767 1.3969 0.2742 2.090 -0.575 -1.470
H 2.9309 0.6694 -0.2064 -1.074 1.494 -0.135
H 2.0096 1.9969 -1.2015 0.790 0.807 -0.285
H -2.1760 1.8189 1.1582 -0.544 -0.138 0.524
H -0.8993 0.6834 1.8106 -0.022 0.223 0.355
H -0.8260 1.5049 0.2609 1.264 0.488 -0.969
H 0.4806 -2.1876 1.2184 -0.435 -0.174 0.087
H 1.9565 -2.5789 0.3885 -0.854 1.106 -0.190
H 1.7646 -1.1240 1.2536 0.962 2.426 0.713
H -1.9178 0.1474 -1.5648 -1.691 0.405 0.226
H -2.9491 -0.5386 0.8357 0.227 -0.276 0.222
```
Positions in Å, forces in eV/Å.

=====

No. 5
3 unconnected molecules or ions with the total composition C5H12O3, computed with wB97M-V/def2-TZVPD.

Output
* gap between HOMO and LUMO: 10.6 eV
* highest occupied orbital energy: -10.02 eV
* structure (SMILES): C=CCCC=O.O.O
* charge: 0
* lowest unoccupied orbital energy: 0.0229 Eh

```
20
Properties=species:S:1:pos:R:3:forces:R:3
C -0.0565 -3.0050 -0.2115 0.454 -0.166 -1.225
C -0.3374 -2.2758 0.8506 -0.495 0.352 0.364
C -0.7777 -0.8307 0.7846 0.464 0.776 -0.083
C -0.1049 -0.0374 -0.3567 0.349 -1.386 -0.124
C -0.0387 1.4303 -0.1037 -0.811 0.704 0.225
O 0.5163 2.2995 -0.7313 0.251 -0.609 -0.209
H 0.1537 -4.0617 -0.2982 0.090 -0.139 0.897
H 0.0452 -2.5822 -1.2112 -0.390 0.377 0.200
H -0.3261 -2.6878 1.8535 -0.140 -0.297 -0.093
H -0.5391 -0.2843 1.7035 0.152 -0.381 0.149
H -1.8672 -0.7603 0.7220 -0.031 -0.176 -0.127
H -0.5594 -0.2972 -1.3165 -0.193 0.522 -0.091
H 0.8887 -0.4811 -0.4676 0.276 0.493 0.036
H -0.6748 1.7534 0.7448 0.106 -0.074 0.250
O -1.1981 2.4803 -3.1672 0.070 -0.440 0.946
H -0.6357 2.5650 -2.3594 -0.511 -0.094 -0.933
H -1.8009 1.7380 -2.9720 0.445 0.563 -0.143
O 2.3097 1.2902 2.1390 -0.344 0.229 0.317
H 3.0343 1.7394 1.7122 0.536 -0.055 -0.523
H 1.9684 2.0074 2.6851 -0.278 -0.200 0.167
```
Positions in Å, forces in eV/Å.

=====

No. 6
3 unconnected molecules or ions with the total composition C5H12O3, computed with wB97M-V/def2-TZVPD.

Output
* gap between HOMO and LUMO: 9.3 eV
* highest occupied orbital energy: -8.70 eV
* structure (SMILES): C/C=C/C=C/O.O.O
* charge: 0
* lowest unoccupied orbital energy: 0.0218 Eh

```
20
Properties=species:S:1:pos:R:3:forces:R:3
C 2.8874 0.0689 0.8413 5.201 0.926 -0.979
C 1.8910 0.2820 -0.2253 -0.846 -0.882 2.547
C 0.6200 0.4058 0.1028 -1.900 1.733 -0.383
C -0.4416 0.6254 -0.9982 1.877 2.594 0.889
C -1.1810 -0.4549 -1.0411 -1.918 -2.438 -0.077
O -2.1495 -0.8629 -1.8566 -1.332 -0.237 -2.156
H 3.7018 0.9494 0.7211 -1.642 -1.599 0.335
H 2.5445 0.2024 1.8633 -0.267 -0.503 -0.080
H 3.6638 -0.8401 0.6911 -2.274 1.624 0.475
H 2.1156 0.2341 -1.2411 0.762 0.029 -1.512
H 0.2096 0.4720 1.1549 0.904 -0.231 -1.082
H -0.4562 1.7044 -1.5871 -0.134 -3.347 1.282
H -1.1797 -1.3606 -0.3250 1.121 1.903 -0.620
H -2.5413 -0.2495 -2.5358 0.995 -0.459 1.456
O 0.0991 -2.2416 2.8921 -0.227 -1.992 2.224
H 0.3286 -1.7352 2.1634 0.385 1.695 -2.080
H -0.6816 -1.8954 3.3207 -0.134 0.317 -0.196
O -3.4427 1.2700 -1.4896 2.201 3.141 -2.119
H -3.2927 1.5113 -0.5890 -0.277 -0.234 1.432
H -2.6950 1.9146 -1.8617 -2.496 -2.041 0.643
```
Positions in Å, forces in eV/Å.

=====

No. 7
C5H12O3 in the gas phase, computed with wB97M-V/def2-TZVPD.

Output
* gap between HOMO and LUMO: 10.5 eV
* highest occupied orbital energy: -9.71 eV
* structure (SMILES): CCO[C@@H](C)C(O)O
* charge: 0
* lowest unoccupied orbital energy: 0.0283 Eh

```
20
Properties=species:S:1:pos:R:3:forces:R:3
C -2.0983 -0.1021 2.0691 1.332 1.538 0.395
C -1.2417 -0.6995 1.0052 2.171 1.493 -0.666
O -0.1140 0.4211 0.9787 -1.161 -1.393 -0.437
C 0.8541 0.5345 -0.0345 0.134 -0.345 -0.458
C 1.8739 -0.6056 -0.0365 -0.280 0.221 -0.001
C 0.2423 0.7594 -1.4360 -0.054 0.196 0.328
O -0.2529 -0.3951 -2.0612 -0.035 -0.186 0.011
O 1.2551 1.3508 -2.2127 0.096 0.057 -0.093
H -1.3677 0.7807 2.2572 -1.997 -0.999 0.722
H -2.1956 -0.7214 2.9542 -0.171 0.021 0.049
H -3.0476 0.2765 1.7035 -0.088 -0.077 0.108
H -0.7282 -1.6195 1.2926 -0.204 0.031 -0.242
H -1.6971 -0.7350 0.0144 0.232 -0.206 0.120
H 1.3859 1.4671 0.1950 -0.138 -0.130 0.010
H 2.6303 -0.4177 -0.7959 0.097 -0.042 -0.037
H 2.3540 -0.6611 0.9378 0.033 -0.029 0.027
H 1.3958 -1.5656 -0.2348 -0.015 -0.075 0.011
H -0.6277 1.4237 -1.3425 0.116 -0.101 0.017
H 0.4770 -1.0210 -2.1608 -0.045 0.072 0.030
H 0.9022 1.5297 -3.0928 -0.021 -0.045 0.106
```
Positions in Å, forces in eV/Å.

=====

No. 8
3 unconnected molecules or ions with the total composition C5H12O3, computed with wB97M-V/def2-TZVPD.

Output
* gap between HOMO and LUMO: 3.9 eV
* highest occupied orbital energy: -9.05 eV
* charge: 0
* lowest unoccupied orbital energy: -0.1885 Eh

```
20
Properties=species:S:1:pos:R:3:forces:R:3
O -2.7248 -1.2962 0.6937 0.037 -0.109 -0.068
C -2.5998 -0.6548 1.7348 0.183 0.093 -0.412
O -1.7631 0.2271 2.0368 0.358 -0.137 0.196
C -0.7256 0.8386 -0.7578 -0.116 1.500 -0.011
C 0.5093 1.1055 0.0521 -1.158 0.071 0.870
C 0.9906 -0.1485 0.7693 1.344 -0.535 -1.545
C 1.3441 -1.1622 -0.2958 -1.094 -0.848 1.546
H -3.3358 -0.8673 2.5466 -0.052 0.044 0.049
H 2.3933 0.6513 -2.7247 0.299 -0.051 -0.076
H -1.2466 1.7817 -0.9760 -0.081 -0.352 0.233
H 0.2841 1.9208 0.7444 0.122 -0.129 0.025
H 1.3218 1.4194 -0.6440 0.212 -0.460 -0.148
H 0.1121 -0.5823 1.3689 0.053 0.744 -0.300
H 1.8384 -0.0244 1.4459 -0.229 0.366 0.050
H 0.4319 -1.7274 -0.5475 0.291 -0.042 -0.323
H 1.5654 -0.7355 -1.3608 0.077 1.335 -0.346
H 2.1558 -1.8278 -0.0134 0.077 -0.072 -0.178
H -0.7274 0.2701 -1.6697 0.586 -0.443 -0.245
H -1.3233 0.2523 -0.0328 -0.904 -0.286 0.421
O 1.4994 0.5593 -2.3701 -0.007 -0.690 0.262
```
Positions in Å, forces in eV/Å.

=====

No. 9
2 unconnected molecules or ions with the total composition C5H12O3, computed with wB97M-V/def2-TZVPD.

Output
* gap between HOMO and LUMO: 10.6 eV
* highest occupied orbital energy: -9.88 eV
* structure (SMILES): O=CCCCCO.O
* charge: 0
* lowest unoccupied orbital energy: 0.0279 Eh

```
20
Properties=species:S:1:pos:R:3:forces:R:3
O 0.9436 1.6723 -1.9613 0.187 0.010 -0.059
C 0.9372 2.4870 -1.0781 -0.202 0.284 0.589
C 0.0504 2.4240 0.1471 -0.278 -1.418 -0.060
C -0.1511 1.0049 0.7803 -0.028 0.732 -1.610
C -0.8414 -0.0093 -0.1615 0.904 0.137 -0.541
C 0.0762 -1.1481 -0.5835 0.399 -0.529 0.878
O 0.7621 -1.6819 0.5882 -0.268 -0.273 -0.453
H 1.5565 3.4081 -1.1194 0.127 -0.128 -0.270
H 0.4246 3.0689 0.9394 -0.160 0.415 -0.237
H -0.9400 2.7125 -0.2246 0.065 0.547 0.260
H 0.8383 0.6191 0.9890 -0.002 -0.091 0.849
H -0.7997 1.1946 1.6287 0.424 -0.338 0.497
H -1.7302 -0.4066 0.3060 -0.387 -0.097 0.020
H -1.0696 0.4702 -1.1167 -0.541 0.071 0.213
H -0.4976 -1.9697 -1.0143 -0.136 0.142 -0.254
H 0.8327 -0.8196 -1.2978 -0.135 0.139 -0.030
H 0.8921 -2.6292 0.4189 -0.004 0.462 0.195
O -1.3113 -3.5142 1.6849 0.054 0.576 0.081
H -0.7326 -3.5173 2.4563 -0.049 -0.188 -0.016
H -1.3121 -2.5679 1.4558 0.029 -0.456 -0.049
```
Positions in Å, forces in eV/Å.

=====

No. 10
2 unconnected molecules or ions with the total composition C5H12OS2, computed with wB97M-V/def2-TZVPD.

Output
* gap between HOMO and LUMO: 9.0 eV
* highest occupied orbital energy: -8.88 eV
* charge: 0
* lowest unoccupied orbital energy: 0.0059 Eh

```
20
Properties=species:S:1:pos:R:3:forces:R:3
C -0.1199 0.4508 -2.3826 -3.940 1.739 -3.632
C -0.9559 1.9068 0.9581 -3.767 1.232 1.361
C -0.4632 1.5071 -1.3920 -2.454 -1.038 -0.639
C -0.7089 0.9091 -0.0456 1.343 -2.622 -0.757
C 2.5926 0.5626 0.4012 0.611 -1.471 0.694
O 2.7629 1.5064 -0.4356 0.826 0.820 -2.955
S -2.0324 -0.5002 -0.1089 2.053 0.380 -0.365
S 3.4741 -0.9249 0.1041 -0.076 1.098 -0.824
H -0.2358 0.9078 -3.4326 0.137 -0.356 1.183
H -0.9071 -0.3053 -2.4300 0.692 -0.480 0.323
H 0.8490 0.1704 -2.4217 3.060 -1.595 0.613
H -1.5344 2.7564 0.5316 0.583 -0.161 0.200
H -1.6639 1.5118 1.7118 0.639 0.193 0.107
H -0.0837 2.2244 1.4374 1.355 0.705 0.679
H -1.4238 2.0204 -1.6675 0.935 -0.160 -0.080
H 0.2428 0.4238 0.2537 -0.717 -0.422 -0.170
H 0.3441 2.1626 -1.4287 1.187 1.715 0.639
H 3.2790 1.3363 -1.3532 -0.941 0.040 2.419
H -2.9596 0.2676 0.3483 -1.225 0.843 0.532
H 4.1164 -0.5066 -1.0707 -0.301 -0.460 0.672
```
Positions in Å, forces in eV/Å.

=====

No. 11
C5H12OS2 in the gas phase, computed with wB97M-V/def2-TZVPD.

Output
* gap between HOMO and LUMO: 9.5 eV
* highest occupied orbital energy: -8.72 eV
* structure (SMILES): CCSSCCCO
* charge: 0
* lowest unoccupied orbital energy: 0.0288 Eh

```
20
Properties=species:S:1:pos:R:3:forces:R:3
C 1.2240 -3.4465 -0.1958 1.013 -0.713 2.122
C 1.8720 -2.2404 0.5052 2.609 -1.496 1.004
S 2.0125 -0.7609 -0.4883 0.725 -0.540 -0.915
S 1.0330 0.7313 0.3391 -1.137 0.155 0.909
C -0.6744 0.3508 -0.1705 -0.861 1.835 -0.847
C -1.6158 1.6038 0.0343 1.291 -0.470 2.090
C -1.0938 2.9064 -0.5224 1.341 1.595 -0.075
O -1.6502 4.0881 0.0947 -0.919 -0.671 0.327
H 1.6288 -4.3853 0.2580 0.161 0.659 -0.430
H 1.4027 -3.4950 -1.2443 -0.187 0.148 -0.776
H 0.2122 -3.5303 0.1255 -1.195 0.301 -0.566
H 1.5507 -2.1349 1.5381 -0.860 0.605 -0.165
H 2.9654 -2.4923 0.7800 -1.288 0.191 -0.940
H -1.1719 -0.5284 0.2115 0.368 -0.260 0.853
H -0.6303 0.1523 -1.2396 0.157 0.130 -0.231
H -1.7705 1.8306 1.1402 0.503 -0.591 -0.930
H -2.5934 1.2729 -0.2365 -0.791 0.266 -0.868
H -0.0337 3.1371 -0.3892 0.439 -1.360 0.715
H -1.0367 3.0283 -1.5994 -1.361 -0.068 -0.404
H -1.6306 3.9124 1.0596 -0.009 0.285 -0.875
```
Positions in Å, forces in eV/Å.

=====

No. 12
2 unconnected molecules or ions with the total composition C5H12S, computed with wB97M-V/def2-TZVPD.

Output
* gap between HOMO and LUMO: 9.2 eV
* highest occupied orbital energy: -8.35 eV
* structure (SMILES): C=CC.CSC
* charge: 0
* lowest unoccupied orbital energy: 0.0332 Eh

```
18
Properties=species:S:1:pos:R:3:forces:R:3
C -2.7812 1.5149 -3.4028 -0.120 0.416 1.262
C -3.1237 2.2710 -2.3497 -0.386 0.896 -0.837
C -4.3204 2.1360 -1.4610 1.505 -0.392 1.313
H -2.3424 2.0082 -4.2617 0.836 -0.601 0.180
H -2.9569 0.4403 -3.3172 -0.543 0.324 -0.838
H -2.7300 3.2888 -2.1903 0.073 -0.325 -0.815
H -3.9527 2.1288 -0.4084 -0.647 -0.034 -0.406
H -4.9312 1.2648 -1.6632 -0.187 0.006 -0.011
H -4.8260 3.0881 -1.6215 -0.527 -0.293 0.154
C 2.2929 -0.4725 0.5824 -1.660 0.794 -2.418
S 2.7748 -1.0825 2.1387 0.421 -0.147 1.600
C 2.1508 -2.8187 2.1229 0.501 0.796 -0.767
H 2.3664 -1.2435 -0.1732 0.518 -0.232 -0.303
H 1.2299 -0.2134 0.5068 -0.169 -0.126 0.561
H 2.7226 0.4581 0.1399 0.595 -0.830 1.001
H 1.2906 -2.9194 1.4519 -0.024 0.056 0.497
H 1.9712 -3.1275 3.1489 -0.278 0.111 -0.080
H 2.9626 -3.4051 1.7191 0.093 -0.419 -0.094
```
Positions in Å, forces in eV/Å.